{
  "formula": "C5H9N3",
  "method": "ωB97M-V with the def2-TZVPD basis set",
  "max_force_ev_per_a": 6.34,
  "e_lumo_ev": 0.76,
  "orbital_gap_ev": 8.3,
  "energy_ev": -9793.1337,
  "smiles": "C[C@@]12C[C@@H]1N=CNN2",
  "de_lowest_kcal_mol": 192.2,
  "total_charge": 0,
  "species": ["N", "N", "N", "C", "C", "C", "C", "C", "H", "H", "H", "H", "H", "H", "H", "H", "H"],
  "coordinates": [[0.20006, 1.26029, -0.65790], [0.68314, -1.50978, -0.06299], [1.52047, 0.62467, -0.41351], [-0.27163, -0.95933, -0.82160], [1.79641, -0.71515, -0.02660], [-0.74372, 0.39459, -0.15229], [-0.71841, 0.10812, 1.52712], [-1.72920, -0.42438, -0.88841], [-1.17073, -0.82894, 1.76365], [-1.15615, 0.84683, 2.18594], [2.86110, -1.23599, 0.18259], [0.35860, -0.43209, -1.70178], [-2.17124, 0.27293, -1.88316], [-2.68617, -0.82504, -0.36306], [0.46117, 2.03880, 0.01957], [0.48748, -0.09738, 1.65004], [2.27882, 1.48184, -0.35762]],
  "atomic_forces_ev_per_a": [[1.9, 2.9, 1.7], [5.3, -2.5, 1.4], [5.5, 1.1, -0.4], [-0.8, 5.0, -3.9], [-3.3, -1.0, -0.4], [-1.2, -1.9, 5.0], [3.6, 0.2, -2.8], [-2.5, 1.5, -1.9], [-0.4, -0.7, -0.2], [0.2, 0.6, -0.2], [-2.6, 2.1, -0.1], [-2.3, -1.8, 0.7], [1.8, -2.9, 2.3], [2.2, 0.6, -0.6], [-1.9, -0.5, -1.1], [-3.3, 0.9, 0.6], [-2.3, -3.6, -0.2]]
}